{"formula": "C19H40NOsS2Si4", "method": "wB97M-V/def2-TZVPD", "homo_ev": [-3.725, -4.769], "total_charge": -1, "molar_mass_g_mol": 649.24, "spin_multiplicity": 5, "symbols": ["Os", "S", "C", "C", "C", "C", "C", "C", "S", "H", "H", "H", "H", "C", "C", "C", "C", "N", "H", "H", "H", "H", "H", "H", "H", "H", "H", "C", "Si", "C", "C", "Si", "Si", "C", "C", "C", "Si", "C", "C", "C", "H", "H", "H", "H", "H", "H", "H", "H", "H", "H", "H", "H", "H", "H", "H", "H", "H", "H", "H", "H", "H", "H", "H", "H", "H", "H", "H"], "positions_angstrom": [[0.2942, 1.4196, 0.0463], [2.5754, 1.5131, 0.5989], [3.2824, 2.4688, -0.7931], [4.7014, 2.5836, -0.9054], [5.3169, 3.4891, -1.7049], [4.4683, 4.2567, -2.5412], [3.1103, 4.0069, -2.6014], [2.5036, 3.1254, -1.7185], [0.7798, 2.7758, -1.7757], [5.2586, 1.8648, -0.3540], [6.4183, 3.5379, -1.7814], [4.9087, 4.8626, -3.3388], [2.5888, 4.5724, -3.3535], [-3.8567, 2.4161, 0.3986], [-2.6130, 2.8592, -0.4120], [-3.0278, 3.0528, -1.8657], [-2.1509, 4.1776, 0.1776], [-1.5530, 1.8614, -0.2870], [-4.5644, 3.2533, 0.2903], [-4.2657, 1.5332, -0.0591], [-3.5157, 2.1662, 1.3919], [-3.8454, 3.7253, -1.9444], [-3.4470, 2.1165, -2.2318], [-2.1835, 3.3787, -2.4410], [-3.0673, 4.8094, 0.2321], [-1.3695, 4.6097, -0.4077], [-1.7437, 4.0143, 1.1578], [-3.1556, -1.3027, 2.4157], [-1.2933, -1.5346, 2.4637], [-1.0923, -3.3576, 3.0345], [-0.8536, -0.3609, 3.8885], [-0.0402, -1.0047, 0.3981], [1.8936, -2.1865, 0.7172], [2.5703, -1.6023, 2.4306], [3.3959, -2.1411, -0.4349], [1.7764, -4.1339, 0.8474], [-1.0317, -1.7682, -1.4856], [-1.9640, -3.2954, -0.9893], [-2.1790, -0.6160, -2.3633], [0.2807, -2.2545, -2.7747], [-3.5124, -1.5632, 3.4066], [-3.6408, -2.0679, 1.7197], [-3.4745, -0.3148, 2.0159], [-1.9377, -3.5924, 3.6553], [-0.1509, -3.7032, 3.4958], [-1.2166, -3.9721, 2.1213], [-0.5622, -0.8925, 4.7527], [-1.8017, 0.2027, 4.0855], [-0.0953, 0.3339, 3.6648], [2.6505, -0.4858, 2.4075], [3.6549, -1.9826, 2.4855], [2.0696, -1.8952, 3.3102], [4.1554, -1.4047, -0.2206], [3.2101, -1.8238, -1.4251], [3.8312, -3.1580, -0.4919], [1.1572, -4.4332, 1.6767], [2.8355, -4.5044, 0.9806], [1.4457, -4.6022, -0.0858], [-2.8249, -3.0198, -0.3755], [-1.2784, -3.8784, -0.3130], [-2.3235, -3.7545, -1.9257], [-2.9242, -0.2164, -1.7359], [-2.6897, -1.2982, -3.0742], [-1.7507, 0.1368, -3.0113], [1.0498, -2.9323, -2.3683], [0.8500, -1.3201, -2.9179], [-0.0370, -2.7497, -3.7577]], "atomic_forces_ev_per_a": [[-0.8634, 0.3254, -0.3540], [0.5787, 0.4931, -1.3017], [1.0560, -0.4526, 0.9887], [-1.3533, -0.7472, 0.9565], [-0.0929, 0.7266, -1.2110], [0.8909, -0.5507, -0.6058], [0.9325, 0.7314, -0.1227], [-0.7981, -0.4481, 0.2555], [-0.2029, 0.4957, -0.2217], [0.5559, -0.2504, 0.6842], [-0.7776, 0.0617, 0.0777], [-0.1121, 0.1459, 0.4810], [-0.6232, -0.1340, -0.0606], [0.8052, 0.4124, -1.0084], [0.6089, -0.7970, 0.4169], [0.0788, -1.1766, 0.4238], [-1.1590, 0.2030, 0.0186], [-0.1062, -0.0947, 0.2205], [-0.0460, -0.4590, 0.6467], [-0.3444, -0.4867, -0.1458], [-0.3519, 0.2529, 0.5374], [-0.6315, 1.1219, 0.0081], [0.3964, -0.2125, -0.2713], [0.3248, 0.1109, -0.5225], [0.8731, 0.1333, 0.0345], [0.4057, 0.4890, -0.5632], [0.0163, -0.0412, 0.6580], [-0.7521, -1.0276, -2.1152], [0.7311, 0.0261, -0.3029], [0.4810, -0.0387, -1.1782], [-1.7475, 0.1253, -0.8185], [-0.3351, 0.8026, 1.1541], [1.2226, -1.1303, 1.1081], [2.2321, 0.5829, -1.6786], [0.2418, -0.1629, 0.1200], [1.0173, 0.6072, -0.3486], [0.4160, -0.3372, -0.6982], [0.0284, -0.1726, 0.4318], [-0.0746, -1.1997, -1.5055], [0.4905, -0.5362, -0.4246], [-0.2893, 0.4440, 0.2792], [0.5821, 0.8479, 0.7519], [0.1789, -0.5025, 0.6878], [-0.3513, -0.1823, 0.6069], [-0.3851, 0.4614, -0.0556], [0.0275, 0.1458, 0.3309], [0.2289, -0.6671, 1.1503], [0.8252, -0.3331, 0.0670], [0.9927, 0.9335, -0.3855], [-0.0954, -0.8613, 0.0911], [-1.4220, 0.4525, 0.0562], [-0.8120, -0.4703, 1.0079], [0.3955, 0.1128, 0.9092], [-0.8268, 0.0002, -1.4550], [-0.0609, 0.5697, 0.1100], [-0.2063, -0.3799, 0.2228], [-1.0412, 0.3824, 0.1910], [-0.2510, 0.0931, 0.1067], [-0.0834, -0.0300, -0.0554], [-0.7092, -0.0143, -1.0640], [0.2394, -0.5268, 0.6022], [-0.8333, 0.7250, 0.8167], [-0.0612, 0.1471, 0.1718], [0.3568, 0.3924, 0.2720], [-0.3363, 0.0180, 0.1344], [-0.2274, -0.2089, -0.5615], [0.1530, 1.0590, 1.2480]], "lowdin_charge": [0.664, 0.425, -0.637, -0.148, -0.118, -0.118, -0.147, -0.712, 0.528, 0.080, 0.101, 0.090, 0.092, -0.059, -0.753, -0.062, -0.084, -0.221, 0.080, 0.061, 0.067, 0.063, 0.067, 0.057, 0.087, 0.048, 0.067, -0.242, 0.393, -0.225, -0.218, 0.204, 0.320, -0.244, -0.226, -0.226, 0.237, -0.238, -0.233, -0.225, 0.018, 0.036, 0.021, 0.004, 0.024, 0.011, 0.002, 0.037, -0.011, -0.025, 0.048, -0.018, 0.012, -0.008, 0.028, -0.021, 0.031, 0.012, 0.010, 0.029, 0.030, -0.011, 0.037, 0.030, 0.005, 0.025, 0.050]}